No. 1
# C4H12N2O

A cluster of 2 separate species, C4H12N2O in total (ωB97M-V/def2-TZVPD, OMol25).

Computed properties:
SMILES ... C/C=C\N.CON
HOMO energy ... -7.86 eV
Lowest unoccupied orbital energy ... 0.032 Ha

The geometry in ORCA input format:
```
! wB97M-V def2-TZVPD RIJCOSX def2/J DEFGRID3
* xyz 0 1
C -1.571 1.519 -0.302
N -0.337 1.284 1.679
O -1.400 1.985 1.019
H -0.760 0.873 2.509
H 0.316 2.003 1.988
H -2.421 2.082 -0.691
H -1.781 0.447 -0.318
H -0.684 1.722 -0.908
C 1.142 -0.510 -1.726
N 1.230 -1.311 1.173
C 0.266 -1.748 0.275
C 0.210 -1.446 -1.020
H 0.906 -1.233 2.123
H 1.708 -0.474 0.873
H -0.439 -2.451 0.697
H -0.534 -1.932 -1.632
H 2.021 -1.041 -2.099
H 0.643 -0.050 -2.579
H 1.487 0.279 -1.060
*
```

No. 2
# C4H12N2O

The molecule C4H12N2O (ωB97M-V/def2-TZVPD, OMol25).

Computed properties:
SMILES ... CNCCNCO
HOMO energy ... -8.87 eV
Lowest unoccupied orbital energy ... 0.036 Ha

The geometry in ORCA input format:
```
! wB97M-V def2-TZVPD RIJCOSX def2/J DEFGRID3
* xyz 0 1
C -0.131 -0.563 -0.896
N 0.670 0.725 -0.767
C 1.607 0.673 -1.890
O 2.146 2.043 -2.068
C -1.068 -0.924 0.189
N -0.507 -0.982 1.529
C -1.043 0.050 2.439
H -0.594 -0.345 -1.873
H 0.520 -1.450 -0.800
H 1.194 0.765 0.180
H 1.064 0.444 -2.781
H 2.250 -0.169 -1.615
H 1.465 2.675 -2.012
H -1.619 -1.980 0.181
H -1.926 -0.129 0.139
H -0.565 -1.950 1.945
H -0.573 1.006 2.150
H -2.109 0.159 2.376
H -0.780 -0.049 3.572
*
```

No. 3
# C4H12N2O

A structure of composition C4H12N2O (ωB97M-V/def2-TZVPD, OMol25).

Computed properties:
HOMO energy ... -7.86 eV
Lowest unoccupied orbital energy ... 0.033 Ha

The geometry in ORCA input format:
```
! wB97M-V def2-TZVPD RIJCOSX def2/J DEFGRID3
* xyz 0 1
C 1.242 0.184 0.322
C -0.634 0.058 -0.362
C -0.886 1.050 0.614
C -1.163 -1.333 -0.187
N 1.848 0.988 -0.695
N 1.812 -1.120 0.470
O -2.628 1.140 0.086
H -2.690 1.806 -0.612
H 1.370 0.693 1.277
H -0.574 0.406 -1.391
H 1.482 -1.598 1.299
H 2.822 1.182 -0.482
H 1.809 0.537 -1.602
H 1.669 -1.710 -0.342
H -0.513 2.051 0.430
H -1.036 0.723 1.637
H -0.576 -2.058 -0.758
H -1.171 -1.630 0.861
H -2.183 -1.369 -0.566
*
```

No. 4
# C4H12N2O

A cluster of 2 separate species, C4H12N2O in total (ωB97M-V/def2-TZVPD, OMol25).

Computed properties:
SMILES ... C=NOC.CNC
HOMO energy ... -8.64 eV
Lowest unoccupied orbital energy ... 0.039 Ha

The geometry in ORCA input format:
```
! wB97M-V def2-TZVPD RIJCOSX def2/J DEFGRID3
* xyz 0 1
C 0.802 1.213 1.928
C 0.429 -2.217 1.687
O 0.261 0.004 1.434
N 0.836 -1.087 2.058
H 1.775 1.417 1.478
H 0.923 1.160 3.021
H 0.098 1.994 1.662
H 0.872 -3.072 2.168
H -0.331 -2.378 0.926
C -1.669 0.675 -1.308
C 0.413 -0.230 -2.110
N -0.298 0.958 -1.683
H 0.181 1.360 -0.885
H -2.153 1.598 -1.000
H -0.081 -0.635 -2.995
H -1.746 -0.059 -0.488
H -2.195 0.276 -2.174
H 1.433 0.043 -2.376
H 0.448 -1.019 -1.343
*
```

No. 5
# C4H12N2O

The molecule C4H12N2O (ωB97M-V/def2-TZVPD, OMol25).

Computed properties:
SMILES ... C[C@@H](O)CNCN
HOMO energy ... -8.56 eV
Lowest unoccupied orbital energy ... 0.035 Ha

The geometry in ORCA input format:
```
! wB97M-V def2-TZVPD RIJCOSX def2/J DEFGRID3
* xyz 0 1
C -0.709 -0.582 0.018
C -0.703 0.145 1.372
C -0.504 -0.891 2.461
O 0.182 1.244 1.590
N -0.628 0.377 -1.064
C 0.465 0.111 -2.076
N 1.571 0.975 -2.020
H 0.141 -1.349 0.086
H -1.589 -1.181 -0.023
H -1.738 0.511 1.509
H 0.403 -1.523 2.389
H -1.290 -1.739 2.376
H -0.514 -0.518 3.410
H 0.607 1.614 0.823
H -0.654 1.385 -1.109
H 0.860 -0.969 -2.007
H -0.110 0.164 -3.124
H 1.712 1.498 -2.964
H 2.499 0.727 -1.648
*
```

No. 6
# C4H12N2O

A cluster of 2 separate species, C4H12N2O in total (ωB97M-V/def2-TZVPD, OMol25).

Computed properties:
HOMO energy (spin up / spin down) ... -7.15 / -6.65 eV
Lowest unoccupied orbital energy (spin up / spin down) ... 0.039 / 0.039 Ha

The geometry in ORCA input format:
```
! wB97M-V def2-TZVPD RIJCOSX def2/J DEFGRID3
* xyz 0 1
C -1.930 -1.023 -0.976
C 1.797 -0.706 -1.147
C 0.819 1.934 1.186
C -1.374 -0.816 0.464
N 1.706 0.257 -0.096
N 0.634 1.115 -0.055
O -2.007 0.025 1.343
H -1.179 -1.747 -1.399
H -2.920 -1.471 -0.821
H -2.079 -0.107 -1.443
H 1.253 -1.643 -0.879
H 1.279 -0.398 -2.023
H 2.777 -0.850 -1.320
H 1.354 2.788 0.972
H -0.295 2.045 1.517
H 1.439 1.476 1.956
H -0.925 -1.597 1.025
H 2.046 -0.026 0.836
H -2.396 0.744 0.859
*
```

No. 7
# C4H12N2O

A cluster of 2 separate species, C4H12N2O in total (ωB97M-V/def2-TZVPD, OMol25).

Computed properties:
SMILES ... [NH3+]CC[O-].C=CN
HOMO energy ... -6.42 eV
Lowest unoccupied orbital energy ... 0.005 Ha

The geometry in ORCA input format:
```
! wB97M-V def2-TZVPD RIJCOSX def2/J DEFGRID3
* xyz 0 1
C -0.598 1.114 1.596
O -0.746 1.956 2.607
C -0.241 -0.312 2.060
N -0.281 -1.250 0.870
H -1.507 0.963 0.898
H 0.216 1.382 0.876
H 0.761 -0.333 2.456
H -0.922 -0.664 2.784
H -0.012 -2.178 1.122
H -1.250 -1.272 0.507
C 0.184 0.420 -1.753
C -0.114 -0.149 -2.944
N 1.335 0.106 -0.966
H -0.489 1.158 -1.361
H -1.023 0.107 -3.466
H 0.581 -0.855 -3.419
H 2.110 -0.279 -1.551
H 1.629 0.899 -0.432
H 0.369 -0.814 0.116
*
```

No. 8
# C4H12N2O

A cluster of 3 separate species, C4H12N2O in total (ωB97M-V/def2-TZVPD, OMol25).

Computed properties:
HOMO energy (spin up / spin down) ... -6.99 / -6.99 eV
Lowest unoccupied orbital energy (spin up / spin down) ... 0.007 / 0.007 Ha

The geometry in ORCA input format:
```
! wB97M-V def2-TZVPD RIJCOSX def2/J DEFGRID3
* xyz 0 1
C 0.619 -1.071 -0.194
C 1.284 -1.479 1.073
C 1.346 2.164 -0.926
N 1.399 1.390 0.057
H -0.022 -1.805 -0.667
H 1.242 -0.583 -0.928
H 2.217 2.775 -1.206
H 0.468 2.305 -1.581
H 1.704 -0.612 1.580
H 0.595 -1.976 1.757
H 2.096 -2.181 0.846
C -2.190 -0.050 -0.595
N -1.189 -0.213 0.459
O -0.890 0.975 1.069
H 0.152 1.254 0.677
H -1.526 -0.861 1.174
H -2.434 -1.029 -1.013
H -1.769 0.583 -1.375
H -3.100 0.415 -0.207
*
```

No. 9
# C4H12N2O

A cluster of 2 separate species, C4H12N2O in total (ωB97M-V/def2-TZVPD, OMol25).

Computed properties:
HOMO energy ... -7.15 eV
Lowest unoccupied orbital energy ... -0.008 Ha

The geometry in ORCA input format:
```
! wB97M-V def2-TZVPD RIJCOSX def2/J DEFGRID3
* xyz 0 1
C -0.902 -0.245 -1.236
C 0.333 -0.001 -1.872
N 1.357 0.664 -1.373
N -1.911 -1.033 -2.024
H -1.253 0.084 -0.247
H 0.436 -0.415 -2.909
H 2.233 0.332 -1.804
H 0.979 0.773 0.080
H -2.849 -0.633 -1.959
H -1.968 -2.017 -1.744
H -1.636 -0.959 -3.007
C 0.640 -0.179 1.918
O 0.631 0.952 1.056
C 0.114 0.188 3.294
H 1.704 -0.564 2.004
H 0.046 -1.060 1.456
H 0.374 -0.630 3.979
H -0.981 0.330 3.232
H 0.627 1.138 3.624
*
```

No. 10
# C4H12N2O

The ion C4H12N2O with charge +1 (ωB97M-V/def2-TZVPD, OMol25).

Computed properties:
HOMO energy (spin up / spin down) ... -13.14 / -13.10 eV
Expectation value of S² ... 0.7551
Lowest unoccupied orbital energy (spin up / spin down) ... -0.110 / -0.292 Ha

The geometry in ORCA input format:
```
! wB97M-V def2-TZVPD RIJCOSX def2/J DEFGRID3
* xyz 1 2
C 0.000 0.664 0.225
C -0.825 0.539 1.496
C -2.170 -0.260 1.334
N -2.443 -0.689 -0.100
N 1.218 -0.090 0.174
C 2.279 0.214 -0.814
O 2.016 -0.267 -2.091
H -0.613 0.560 -0.666
H 0.345 1.687 -0.061
H -0.317 0.133 2.361
H -1.089 1.613 1.702
H -1.948 -1.222 1.787
H -3.059 0.205 1.706
H -2.212 0.099 -0.667
H -3.383 -1.030 -0.182
H 1.114 -1.019 0.566
H 2.167 1.356 -0.903
H 3.198 -0.174 -0.400
H 2.391 -1.123 -2.339
*
```

No. 11
# C4H12N2O

The ion C4H12N2O with charge +1 (ωB97M-V/def2-TZVPD, OMol25).

Computed properties:
HOMO energy (spin up / spin down) ... -14.37 / -14.28 eV
Expectation value of S² ... 0.7573
Lowest unoccupied orbital energy (spin up / spin down) ... -0.113 / -0.293 Ha

The geometry in ORCA input format:
```
! wB97M-V def2-TZVPD RIJCOSX def2/J DEFGRID3
* xyz 1 2
C 1.779 0.496 0.539
C 0.331 0.091 0.567
C 0.173 -1.375 1.119
O 1.311 -2.204 1.063
N -0.279 0.182 -0.798
C -1.260 1.202 -0.997
N -2.401 0.385 -1.424
H 1.913 1.557 0.326
H 2.448 -0.137 -0.051
H 2.249 0.326 1.510
H -0.139 0.771 1.275
H 0.084 -1.221 2.199
H -0.741 -1.778 0.678
H 1.622 -2.218 0.147
H 0.465 0.267 -1.493
H -1.020 1.981 -1.731
H -1.377 1.871 -0.143
H -2.067 -0.336 -2.061
H -3.093 0.139 -0.724
*
```

No. 12
# C4H12N2O2

A cluster of 2 separate species, C4H12N2O2 in total (ωB97M-V/def2-TZVPD, OMol25).

Computed properties:
SMILES ... CCNCC(N)=O.O
HOMO energy ... -8.79 eV
Lowest unoccupied orbital energy ... 0.021 Ha

The geometry in ORCA input format:
```
! wB97M-V def2-TZVPD RIJCOSX def2/J DEFGRID3
* xyz 0 1
C -1.342 -1.777 0.261
C -1.310 -0.495 1.211
N -0.346 0.507 0.786
C 0.977 -0.052 0.515
C 2.127 0.890 0.691
N 1.971 2.224 1.036
O 3.273 0.511 0.494
H -0.756 -2.547 0.765
H -2.323 -2.157 -0.062
H -0.863 -1.538 -0.666
H -2.298 -0.078 1.428
H -0.953 -0.880 2.179
H -0.725 1.234 0.208
H 1.174 -0.835 1.260
H 0.980 -0.373 -0.524
H 1.170 2.499 1.587
H 2.799 2.766 1.199
H -0.759 0.489 -3.618
H -1.681 -0.073 -4.734
O -1.116 -0.316 -4.017
*
```

Results for max |F|: 0.8; 4.7; 5.4; 1.2; 4.5; 4.5; 2.0; 2.0; 1.8; 2.9; 2.5; 2.8 (in eV/A, following the order of the records).
Results for M: 104.15; 104.15; 104.15; 104.15; 104.15; 104.15; 104.15; 104.15; 104.15; 104.15; 104.15; 120.15 (in g mol⁻¹, following the order of the records).
Results for energy above the lowest of the compared OMol25 structures with the same formula, charge and spin: 333.9; 314.2; 387.6; 352.1; 266.5; 563.1; 417.4; 660.8; 396.2; 189.5; 165.2; 162.6 (in kJ/mol, following the order of the records).